# 1
C5H12O2 | wB97M-V/def2-TZVPD

```
19
Properties=species:S:1:pos:R:3:mulliken_charge:R:1
C 2.5750 0.3334 -0.9291 -0.753
O 1.2272 0.5428 -0.6960 -0.371
C 0.4865 -0.5757 -0.0105 -0.772
C -0.9301 -0.1783 -0.0150 0.887
C -1.7976 -1.3540 0.2418 -1.682
C -1.2057 1.0381 0.8138 -0.715
O -0.5737 2.2155 0.4762 -0.566
H 2.7779 -0.5386 -1.5601 0.260
H 2.9369 1.2462 -1.3992 0.251
H 3.1105 0.2111 0.0187 0.318
H 0.6638 -1.4971 -0.5807 0.409
H 0.9078 -0.6979 0.9917 0.366
H -1.0692 0.1412 -1.0704 0.134
H -2.8336 -1.0551 0.1063 0.388
H -1.6962 -1.6637 1.2824 0.366
H -1.5920 -2.2286 -0.3757 0.418
H -2.2712 1.2661 0.7835 0.314
H -0.9841 0.8064 1.8624 0.300
H 0.2677 1.9882 0.0601 0.448
```

Calculated values
Molecular weight ... 104.15 g/mol
HOMO-LUMO gap ... 10.708 eV
Electronic energy ... -9473.656 eV
SMILES string ... COC[C@@H](C)CO
Lowest unoccupied orbital energy ... 0.03476 Eh
Net charge ... 0

# 2
C5H12O2 | wB97M-V/def2-TZVPD

```
19
Properties=species:S:1:pos:R:3:mulliken_charge:R:1
C -0.7804 -0.8094 1.8183 -0.606
O -0.5766 -1.4747 0.5920 -0.369
C 0.5169 -1.0987 -0.2119 -0.249
O 1.7469 -1.2396 0.4283 -0.528
C 0.3831 0.2770 -0.9263 0.749
C -0.9708 0.3586 -1.6258 -1.368
C 0.6131 1.5054 -0.0437 -1.503
H -1.5165 -1.4103 2.3529 0.280
H 0.1295 -0.7647 2.4236 0.259
H -1.1805 0.1996 1.6836 0.229
H 0.5128 -1.8787 -0.9855 0.389
H 1.8428 -0.5388 1.0885 0.354
H 1.1746 0.2687 -1.6851 0.222
H -1.7796 0.2739 -0.8995 0.260
H -1.0655 1.3039 -2.1532 0.413
H -1.0763 -0.4526 -2.3448 0.368
H 1.5126 1.4064 0.5623 0.403
H 0.7475 2.3743 -0.6832 0.419
H -0.2336 1.6998 0.6093 0.277
```

Calculated values
Molecular weight ... 104.15 g/mol
HOMO-LUMO gap ... 10.786 eV
Electronic energy ... -9474.106 eV
SMILES string ... CO[C@H](O)C(C)C
Lowest unoccupied orbital energy ... 0.03224 Eh
Net charge ... 0

# 3
C5H12O2 | wB97M-V/def2-TZVPD

```
19
Properties=species:S:1:pos:R:3:mulliken_charge:R:1
C -1.9616 -2.0926 -0.2784 -0.630
C -1.3961 -1.7733 -1.4780 -0.327
C -0.4555 -0.5574 -1.8643 -0.059
C 0.3959 -0.0711 -0.6200 -1.226
C -0.2877 0.7942 0.5058 -0.132
O -0.0788 2.2052 0.3032 -0.522
H -2.9356 -2.5681 -0.2530 0.269
H -1.2971 -2.0934 0.6739 0.196
H -2.2095 -2.0355 -2.1821 0.237
H 0.3181 -1.1116 -2.4057 0.264
H -1.0031 0.3056 -2.3335 0.283
H 1.2788 0.5234 -0.9574 0.514
H 0.7679 -0.9191 -0.0546 0.384
H -1.4397 0.6284 0.5091 0.255
H 0.0781 0.5892 1.5930 0.202
H 0.0806 2.2208 -0.6597 0.296
O 2.9242 0.9280 2.4899 -0.645
H 3.2665 0.1035 2.9097 0.319
H 2.5628 1.4919 3.2247 0.322
```

Calculated values
Molecular weight ... 104.15 g/mol
HOMO-LUMO gap ... 10.259 eV
Electronic energy ... -9471.859 eV
SMILES string ... C=CCCCO.O
Lowest unoccupied orbital energy ... 0.02926 Eh
Net charge ... 0

# 4
C5H12O2 | wB97M-V/def2-TZVPD

```
19
Properties=species:S:1:pos:R:3:mulliken_charge:R:1
C -1.8117 -0.3863 1.2873 -0.876
O -0.5987 -0.6171 0.5942 -0.365
C -0.2130 0.4354 -0.2872 0.549
C -0.3391 1.8632 0.2595 -1.397
C 1.2189 0.1281 -0.7090 -0.816
C 1.4241 -1.3338 -1.1100 -0.457
O 1.4962 -2.2092 -0.0085 -0.574
H -2.5663 0.1146 0.6554 0.308
H -1.4613 0.2061 2.1262 0.332
H -2.2442 -1.3483 1.5911 0.232
H -0.8874 0.3425 -1.1530 0.224
H 0.3685 2.0696 1.0706 0.360
H -1.3496 2.1026 0.6044 0.387
H -0.1113 2.5644 -0.5514 0.398
H 1.9068 0.3616 0.1152 0.331
H 1.4748 0.7934 -1.5435 0.358
H 0.6215 -1.6258 -1.8097 0.249
H 2.3736 -1.4310 -1.6436 0.354
H 0.6982 -2.0301 0.5121 0.402
```

Calculated values
Molecular weight ... 104.15 g/mol
HOMO-LUMO gap ... 10.768 eV
Electronic energy ... -9473.869 eV
SMILES string ... CO[C@@H](C)CCO
Lowest unoccupied orbital energy ... 0.03509 Eh
Net charge ... 0

# 5
C5H12O2 | wB97M-V/def2-TZVPD

```
19
Properties=species:S:1:pos:R:3:mulliken_charge:R:1
C -0.7731 2.1082 1.4206 -1.248
C -0.2741 0.6803 1.2319 -0.484
C -0.0727 0.3498 -0.2478 -0.039
O 0.7409 1.3162 -0.8736 -0.573
C 0.4868 -1.0912 -0.4496 0.467
C -0.4160 -1.9433 -1.3308 -1.487
O 1.7860 -0.9458 -1.0171 -0.614
H -0.0476 2.8122 1.0043 0.293
H -1.7211 2.2617 0.8906 0.318
H -0.9313 2.3468 2.4769 0.373
H 0.6803 0.5388 1.7601 0.301
H -0.9843 -0.0401 1.6632 0.300
H -1.0482 0.4169 -0.7495 0.346
H 1.6479 0.9818 -0.8138 0.332
H 0.5798 -1.5732 0.5367 0.289
H -0.6021 -1.4385 -2.2843 0.357
H 0.0343 -2.9212 -1.5371 0.388
H -1.3785 -2.1144 -0.8338 0.343
H 2.2929 -1.7451 -0.8469 0.338
```

Calculated values
Molecular weight ... 104.15 g/mol
HOMO-LUMO gap ... 10.526 eV
Electronic energy ... -9474.392 eV
SMILES string ... CC[C@@H](O)[C@@H](C)O
Lowest unoccupied orbital energy ... 0.02677 Eh
Net charge ... 0

# 6
C5H12O2 | wB97M-V/def2-TZVPD

```
19
Properties=species:S:1:pos:R:3:mulliken_charge:R:1
C -1.0001 1.8353 1.7303 -1.271
C -0.9234 0.4544 1.1022 -0.497
C 0.0458 0.3924 -0.0625 -0.253
O 1.3576 0.7585 0.2616 -0.575
C 0.1060 -1.1281 -0.5716 0.401
C 0.4811 -0.9222 -1.9851 -1.011
O 1.1736 -1.8471 -0.0318 -0.639
H -0.0034 2.1584 2.0440 0.295
H -1.3864 2.5735 1.0160 0.317
H -1.6585 1.8295 2.6034 0.382
H -0.5874 -0.2961 1.8285 0.287
H -1.9124 0.1327 0.7437 0.290
H -0.2917 1.1134 -0.8411 0.375
H 1.7552 -0.0942 0.5225 0.430
H -0.8734 -1.6210 -0.4226 0.338
H 1.3154 -0.2216 -2.0648 0.401
H 1.2371 -2.1355 -2.1803 0.150
H -0.3642 -0.6506 -2.6439 0.326
H 1.5291 -2.3315 -1.0484 0.253
```

Calculated values
Molecular weight ... 104.15 g/mol
HOMO-LUMO gap ... 10.621 eV
Electronic energy ... -9471.861 eV
Lowest unoccupied orbital energy ... 0.02390 Eh
Net charge ... 0

Relative energy (zero: lowest compared OMol25 entry of this formula, charge and spin) (kcal/mol)
34.1, 23.7, 75.6, 29.2, 17.2, 75.5